1.
Density functional theory data (ωB97M-V with the def2-TZVPD basis set) for 14 unconnected molecules or ions with the total composition C23H77N25O14 at a distorted geometry.

Last column: Mulliken charge in e.
Cartesian coordinates (Å):
C1 -1.5469 3.9295 1.2399  0.364
O1 -1.8508 4.5421 0.2042  -0.602
N1 -0.3544 4.1795 2.0390  -0.144
N2 -2.4707 2.8748 1.7363  -0.178
H1 -0.0837 3.3311 2.5107  0.041
H2 0.2770 4.9620 2.0909  0.218
H3 -2.2684 2.5363 2.6773  0.078
H4 -3.4652 2.7592 1.5120  0.243
C2 0.1688 -3.5800 -1.9943  -0.067
O2 -0.4206 -4.3696 -1.2084  -0.881
N3 0.9525 -4.0408 -3.0352  -0.302
N4 0.1743 -2.1988 -1.9605  1.302
H5 1.6714 -3.4837 -3.4806  0.168
H6 0.9634 -5.0360 -3.2379  0.276
H7 0.8156 -1.6633 -2.5298  0.144
H8 -0.2271 -1.7378 -1.1442  -0.595
C3 5.1335 -1.4830 0.2283  0.501
O3 4.2906 -1.8134 -0.6476  -0.652
N5 5.9589 -2.4188 0.9890  -0.436
N6 5.4312 -0.1507 0.4626  -0.044
H9 5.8859 -3.4417 0.9031  0.261
H10 6.1801 -2.1239 1.9389  0.218
H11 5.0053 0.7085 0.0771  0.160
H12 5.8942 0.0219 1.3431  0.253
C4 1.3245 -2.9655 1.6897  0.269
O4 1.6291 -2.2593 2.6364  -0.722
N7 2.0674 -3.0268 0.5725  0.061
N8 0.2183 -3.8938 1.5893  -0.190
H13 2.9333 -2.5491 0.3384  -0.040
H14 1.8039 -3.7551 -0.0893  0.014
H15 -0.2538 -4.1793 2.4419  0.257
H16 -0.0685 -4.2233 0.6709  0.138
C5 -4.8713 -4.5939 -1.5854  0.510
O5 -5.2005 -4.5482 -2.7662  -0.602
N9 -5.9119 -4.6810 -0.5469  -0.445
N10 -3.5434 -4.6380 -1.0548  -0.298
H17 -6.9180 -4.6723 -0.7630  0.221
H18 -5.7561 -5.2697 0.2678  0.207
H19 -2.6867 -4.6803 -1.6086  0.233
H20 -3.4612 -4.0703 -0.2210  0.138
C6 2.0997 0.2885 -4.5761  0.300
O6 1.5521 -0.7556 -4.1339  -0.598
N11 1.9708 1.6067 -4.0538  -0.093
N12 3.0467 0.2113 -5.6819  -0.492
H21 1.3650 1.9359 -3.3015  0.086
H22 2.4662 2.2722 -4.6312  0.194
H23 3.1950 1.0192 -6.2753  0.168
H24 3.2619 -0.6588 -6.1628  0.229
C7 -5.6911 -0.8695 2.1980  0.392
O7 -6.0733 0.2863 2.4499  -0.590
N13 -6.4068 -1.7689 1.2516  -0.475
N14 -4.4802 -1.4715 2.7337  -0.021
H25 -5.8900 -2.4835 0.7328  0.250
H26 -7.1201 -1.3691 0.6450  0.254
H27 -4.5875 -2.4413 3.0399  0.173
H28 -3.7935 -0.9204 3.2397  0.022
C8 -0.9184 1.3797 4.5551  0.335
O8 -0.0466 2.0882 4.0085  -0.696
N15 -1.4224 0.2185 4.0183  0.297
N16 -1.4664 1.7705 5.7528  -0.420
H29 -2.0953 -0.2986 4.5703  0.074
H30 -1.0568 -0.2083 3.1731  -0.130
H31 -0.9561 2.4005 6.3540  0.260
H32 -2.2470 1.2697 6.1729  0.125
C9 -2.6135 -3.4643 4.9605  0.401
O9 -2.8458 -2.2831 5.0303  -0.522
N17 -2.6856 -4.3690 6.1176  -0.474
N18 -2.2585 -4.1292 3.6630  -0.360
H33 -2.2682 -5.3051 6.1421  0.216
H34 -2.6388 -3.9367 7.0508  0.270
H35 -2.2895 -3.4588 2.8991  0.067
H36 -2.6150 -5.0448 3.3687  0.222
C10 3.2231 -0.0143 4.6831  0.431
O10 3.6650 0.8902 5.3290  -0.640
N19 2.1838 -0.8667 5.1510  -0.298
N20 3.6540 -0.3802 3.3731  -0.036
H37 1.6425 -0.8023 6.0002  0.246
H38 1.7051 -1.2440 4.3310  0.308
H39 4.1181 0.1907 2.6700  0.313
H40 2.8827 -0.8430 2.8765  -0.213
C11 -2.3681 -2.1396 -4.2048  0.652
O11 -2.8083 -1.3163 -3.3889  -0.539
N21 -3.0907 -3.3170 -4.5559  -0.362
N22 -1.1021 -2.0594 -4.8574  -0.310
H41 -2.6066 -3.8986 -5.2290  0.129
H42 -4.0556 -3.5882 -4.3412  0.234
H43 -0.3098 -1.6346 -4.3675  -0.044
H44 -0.8865 -3.0338 -5.1208  0.346
C12 6.9170 4.1411 0.3511  -1.344
C13 5.4398 4.2546 0.9270  0.249
C14 4.5808 3.7628 -0.1898  -1.072
O12 4.7814 2.4187 -0.5966  -0.258
C15 5.2854 2.3095 -1.9875  -1.038
N23 5.0652 3.4491 2.0644  -0.438
H45 7.0797 4.9222 -0.4054  0.358
H46 7.0391 3.1379 -0.0531  0.269
H47 7.7461 4.1101 1.0773  0.368
H48 5.2612 5.3148 1.1574  0.400
H49 4.8633 4.3762 -1.0685  0.651
H50 3.5170 3.9168 0.0179  0.244
H51 6.1908 2.9127 -2.0498  0.423
H52 4.5542 2.7861 -2.6452  0.339
H53 5.4015 1.2546 -2.2518  0.270
H54 5.3196 3.8717 2.9411  0.284
H55 5.5341 2.5613 2.0702  0.045
C16 1.3596 0.8583 1.1635  1.526
C17 0.8876 0.7250 -0.2785  0.970
C18 -0.5790 0.4429 -0.2717  -0.409
O13 -0.8717 -0.7811 0.4246  1.133
C19 -2.2610 -1.0901 0.2034  0.078
N24 1.0305 1.9552 -1.1551  -0.308
H56 0.6830 1.5369 1.6786  -0.984
H57 2.3066 1.4080 1.0925  0.037
H58 1.5516 -0.0666 1.7270  -0.682
H59 1.4818 -0.0335 -0.8074  -0.329
H60 -0.9221 0.2763 -1.3064  -0.018
H61 -1.1662 1.2544 0.1448  -0.265
H62 -2.2684 -1.3109 -0.8719  0.184
H63 -2.9530 -0.2700 0.4061  0.134
H64 -2.5359 -1.9733 0.8138  -0.753
H65 1.9892 2.3081 -1.0218  0.249
H66 0.4663 2.7577 -0.8116  0.103
C20 -3.6281 2.3640 -2.0884  -0.892
C21 -2.8234 2.5632 -3.4162  0.259
C22 -2.0844 3.9471 -3.3585  -0.679
O14 -2.9648 5.0808 -3.0081  -0.364
C23 -3.8128 5.2425 -4.1385  -0.771
N25 -1.8457 1.6177 -3.7520  -0.364
H67 -4.3641 3.1624 -1.9790  0.451
H68 -2.9152 2.5991 -1.2971  -0.090
H69 -4.0892 1.3796 -1.9626  0.357
H70 -3.4912 2.6173 -4.2795  0.444
H71 -1.6755 4.2425 -4.3361  0.458
H72 -1.3788 3.8777 -2.5352  0.159
H73 -4.3012 6.2015 -4.0135  0.281
H74 -4.6238 4.4758 -4.1719  0.273
H75 -3.3182 5.1042 -5.1100  0.319
H76 -1.0882 1.6141 -3.0608  -0.243
H77 -2.1282 0.6625 -3.9258  0.235

Calculated values
Gap between HOMO and LUMO: 0.2989 hartree
Total charge: 0
Energy: -91024.588 eV
HOMO level: -8.04 eV
LUMO level: 0.09 eV
Energy above the lowest of the compared OMol25 structures with the same formula, charge and spin: 4.6373 eV

=====

2.
Density functional theory data (ωB97M-V with the def2-TZVPD basis set) for 23 unconnected molecules or ions with the total composition C23H92N46O23 at a distorted geometry.

Last column: Mulliken charge in e.
Cartesian coordinates (Å):
C1 -3.0770 2.1569 -5.7296  0.568
O1 -2.1835 2.9438 -5.3228  -0.859
N1 -2.9744 0.8060 -5.6832  -0.092
N2 -4.1693 2.6341 -6.2438  -0.384
H1 -3.3525 0.2869 -6.4627  0.270
H2 -2.3708 0.4258 -4.9682  -0.113
H3 -4.2748 3.6362 -6.3121  0.235
H4 -4.9854 2.0689 -6.4299  0.196
C2 -3.2910 -1.3553 -0.2607  0.173
O2 -3.7181 -1.3935 0.9250  -0.534
N3 -3.5963 -0.3716 -1.0635  0.387
N4 -2.6030 -2.3067 -0.9016  0.166
H5 -3.1175 -0.3710 -1.9527  -0.521
H6 -4.1358 0.4609 -0.8736  0.156
H7 -2.3525 -3.1872 -0.4748  -0.227
H8 -2.3181 -1.9053 -1.7836  0.082
C3 -2.0787 1.1150 6.1927  0.314
O3 -3.2446 1.2750 5.7675  -0.706
N5 -1.0153 1.3727 5.4951  0.115
N6 -1.7599 0.8975 7.4267  -0.420
H9 -1.1758 2.0692 4.7815  0.000
H10 -0.1041 1.2615 5.9164  0.077
H11 -0.9586 1.3947 7.7883  0.193
H12 -2.5828 0.8461 8.0099  0.305
C4 1.0631 -3.2832 2.1135  0.204
O4 -0.0587 -2.8480 1.9861  -0.121
N7 1.2908 -4.4406 2.6927  -0.267
N8 2.2218 -2.5266 2.1382  -0.351
H13 2.2234 -4.7877 2.8658  0.173
H14 0.4708 -5.0249 2.7721  0.254
H15 3.0736 -2.9367 2.4935  0.180
H16 2.1510 -1.5500 1.8906  -0.018
C5 -2.9858 -5.3143 1.1062  0.718
O5 -2.3371 -4.9665 0.1234  -0.775
N9 -4.0822 -6.0674 1.0947  -0.497
N10 -2.7062 -4.9292 2.2896  -0.014
H17 -4.3900 -6.0923 0.1331  0.258
H18 -4.6572 -6.2898 1.8947  0.155
H19 -3.2212 -5.2893 3.0803  0.154
H20 -1.8269 -4.4351 2.3427  -0.274
C6 2.4111 -0.5248 5.8148  0.575
O6 3.5017 -0.0992 5.6484  -0.600
N11 1.8065 -1.4475 5.1016  -0.088
N12 1.5749 -0.0298 6.7348  -0.481
H21 0.8658 -1.7492 5.3118  0.069
H22 2.2199 -1.8181 4.2579  0.073
H23 0.8427 -0.5869 7.1516  0.220
H24 2.0312 0.7437 7.1969  0.199
C7 6.3033 -0.4486 2.8024  0.652
O7 6.8338 -1.1611 2.0059  -0.695
N13 5.5032 0.5314 2.4823  -0.235
N14 6.5078 -0.6246 4.0874  -0.487
H25 5.3050 1.1959 3.2166  0.145
H26 5.2764 0.7335 1.5191  0.093
H27 7.2704 -1.2719 4.2269  0.239
H28 5.7254 -0.4653 4.7060  0.241
C8 -1.3255 -1.7531 -4.4920  0.349
O8 -2.2466 -1.1886 -3.8339  -0.805
N15 -1.6043 -2.4853 -5.5775  -0.314
N16 -0.0430 -1.4613 -4.2635  0.788
H29 -2.5340 -2.7819 -5.8380  0.283
H30 -0.7539 -2.8731 -5.9603  0.156
H31 0.2439 -0.7833 -3.5721  -0.983
H32 0.6933 -1.6892 -4.9162  0.526
C9 3.4677 4.8045 0.1537  0.418
O9 4.1936 5.0665 -0.7506  -0.674
N17 2.3956 4.1278 0.0033  0.320
N18 3.5556 5.1037 1.4448  -0.287
H33 2.0611 3.6566 -0.8251  -0.251
H34 1.9849 4.0356 0.9214  -0.272
H35 2.9231 4.4907 1.9390  0.463
H36 4.3888 5.5803 1.7588  0.235
C10 -2.2217 2.6334 -1.7724  -0.299
O10 -1.7968 1.6368 -2.3551  0.490
N19 -2.8338 3.6066 -2.4248  -0.037
N20 -2.1709 2.8486 -0.4573  0.305
H37 -2.8893 3.5442 -3.4313  0.130
H38 -3.2085 4.4594 -2.0344  0.152
H39 -2.4074 3.7529 -0.0746  -0.006
H40 -2.1531 2.0238 0.1254  -0.283
C11 4.5294 -0.0927 -1.6730  -0.056
O11 3.7989 -1.0578 -1.6912  -0.052
N21 5.6208 0.0311 -2.3191  -0.146
N22 4.3912 0.9655 -0.8998  -0.061
H41 5.8411 -0.6621 -3.0198  0.247
H42 6.1037 0.9005 -2.1425  0.131
H43 3.4939 1.0125 -0.4386  -0.331
H44 4.8988 1.7765 -1.2234  0.222
C12 3.0294 -3.0561 -5.6588  0.639
O12 1.9930 -2.3728 -5.8161  -0.794
N23 3.9250 -2.7914 -4.8148  -0.311
N24 3.5077 -4.0487 -6.4196  -0.531
H45 3.7357 -2.0121 -4.2008  0.170
H46 4.7760 -3.2533 -5.1020  0.170
H47 4.4588 -4.3858 -6.3764  0.118
H48 2.8523 -4.4799 -7.0558  0.238
C13 0.7856 0.0250 0.1348  0.436
O13 1.8176 -0.1321 0.7659  -0.659
N25 -0.4374 0.1123 0.6580  1.254
N26 0.7526 -0.1332 -1.1421  1.607
H49 -0.3752 -0.1855 1.6211  -0.063
H50 -1.2108 0.0082 0.0167  -0.673
H51 1.6131 -0.1306 -1.6709  -0.691
H52 -0.1285 -0.0077 -1.6196  -0.982
C14 -1.1427 6.5318 -0.1886  0.270
O14 -1.3991 7.6436 -0.7261  -0.759
N27 -1.8046 5.9526 0.7429  -0.240
N28 -0.2520 5.7110 -0.6303  -0.236
H53 -1.4302 5.1986 1.3010  0.155
H54 -2.5353 6.4950 1.1810  0.191
H55 0.5250 6.3274 -0.8211  0.264
H56 -0.0372 4.9448 -0.0082  0.413
C15 -6.3215 1.0153 -2.4519  0.692
O15 -6.5120 1.0556 -1.2688  -0.639
N29 -7.1544 0.4357 -3.2540  -0.423
N30 -5.3317 1.3914 -3.1343  -0.024
H57 -7.0064 0.3556 -4.2498  0.049
H58 -8.0243 0.0167 -2.9573  0.239
H59 -5.4227 1.3232 -4.1379  0.072
H60 -4.5708 1.8919 -2.6977  0.139
C16 6.3847 -4.1370 -0.4895  0.603
O16 6.4152 -5.2804 -0.9315  -0.735
N31 5.3586 -3.3223 -0.4987  0.007
N32 7.5089 -3.5756 -0.1345  -0.348
H61 4.4266 -3.6585 -0.6945  0.021
H62 5.4248 -2.4538 0.0126  -0.014
H63 8.3708 -4.0577 -0.3466  0.202
H64 7.4714 -2.8583 0.5756  0.244
C17 5.7081 3.2270 -3.4967  0.773
O17 6.2982 2.8903 -2.4809  -0.820
N33 4.5229 2.8657 -3.8650  -0.225
N34 6.0682 4.0580 -4.3656  -0.382
H65 4.2364 3.0029 -4.8237  0.174
H66 3.9878 2.1925 -3.3354  -0.039
H67 6.8366 4.6781 -4.1528  0.252
H68 5.5387 4.2379 -5.2066  0.124
C18 -5.2639 1.3306 2.9588  0.491
O18 -5.7355 0.8837 1.9155  -0.459
N35 -4.0356 1.8474 3.0658  -0.129
N36 -5.9402 1.2540 4.1212  -0.401
H69 -3.7534 2.1883 3.9737  0.161
H70 -3.3423 1.5881 2.3786  -0.080
H71 -6.8999 0.9726 3.9798  0.261
H72 -5.4442 1.4852 4.9700  0.175
C19 -2.2239 -2.2651 4.7073  0.282
O19 -1.9619 -3.4511 4.9054  -0.790
N37 -2.9468 -1.7070 5.6972  -0.206
N38 -1.8686 -1.5060 3.7341  2.069
H73 -3.2550 -0.7514 5.5874  0.117
H74 -3.0816 -2.2450 6.5413  0.199
H75 -1.1026 -1.8116 3.1510  -0.765
H76 -2.2834 -0.6179 3.4906  -0.510
C20 0.8000 3.5338 2.6257  -0.099
O20 0.2215 3.8515 1.6795  -0.287
N39 1.4765 2.4275 2.6878  0.420
N40 0.6773 4.1961 3.7295  -0.395
H77 1.5233 1.7682 1.9242  -0.206
H78 1.7452 2.2125 3.6374  -0.023
H79 0.0821 4.9995 3.5871  0.236
H80 1.3138 4.0182 4.4933  0.160
C21 -6.5606 -2.5443 3.0840  0.612
O21 -7.0481 -1.7317 2.3669  -0.584
N41 -5.3484 -2.9251 3.0004  0.105
N42 -7.3602 -3.1597 3.9482  -0.459
H81 -4.6986 -2.3759 2.4562  -0.018
H82 -5.1520 -3.6123 3.7140  0.141
H83 -8.2691 -2.7640 4.1416  0.228
H84 -7.0686 -4.0898 4.2128  0.133
C22 1.1993 1.5056 -4.6158  0.510
O22 1.9706 0.9249 -3.8248  -0.288
N43 1.0667 1.0505 -5.8448  -0.340
N44 0.3070 2.3651 -4.3322  -0.178
H85 1.7215 0.3378 -6.1337  0.242
H86 0.3394 1.5207 -6.3644  0.181
H87 -0.6178 2.4348 -4.7322  0.244
H88 0.3645 2.6199 -3.3566  -0.180
C23 0.9322 -3.8370 -1.9250  0.551
O23 0.4304 -4.9017 -2.4112  -0.893
N45 1.8467 -3.1982 -2.5565  0.421
N46 0.2432 -3.2803 -0.9609  1.185
H89 2.2576 -2.3523 -2.1880  -0.208
H90 2.3001 -3.6561 -3.3342  0.061
H91 0.7019 -2.4619 -0.5869  -0.864
H92 -0.6569 -3.5119 -0.5656  -0.189

Calculated values
Gap between HOMO and LUMO: 0.2633 hartree
Total charge: 0
Energy: -140996.514 eV
HOMO level: -7.88 eV
LUMO level: -0.71 eV
Energy above the lowest of the compared OMol25 structures with the same formula, charge and spin: 13.5768 eV